# C43H57AsF3GeIrN5O3PS

C43H57AsF3GeIrN5O3PS as an isolated structure (ωB97M-V/def2-TZVPD, the Open Molecules 2025 dataset).

The geometry in XYZ format:
```
116
Properties=species:S:1:pos:R:3:forces:R:3
Ir 0.16712 -0.42492 0.52463 -0.2 0.2 -0.3
C 2.34339 3.62200 1.37924 0.0 0.1 0.0
As 0.62884 2.76588 0.96525 0.1 -0.1 0.1
C 0.25350 3.89846 -0.58664 0.0 0.0 0.0
C -0.44718 3.74580 2.27447 0.0 0.0 0.0
H 2.19142 4.70155 1.41657 0.0 0.0 0.0
H 3.06536 3.38388 0.59666 0.0 0.0 0.0
H 2.74495 3.28906 2.33286 0.0 0.0 0.0
H 0.67760 4.88563 -0.40494 0.0 0.0 0.0
H -0.81708 3.98975 -0.74771 0.0 0.0 0.0
H 0.71190 3.47085 -1.47695 0.0 0.0 0.0
H -0.23570 4.81368 2.21353 0.0 0.0 0.0
H -0.20790 3.38492 3.27433 0.0 0.0 0.0
H -1.50556 3.57802 2.08942 0.0 0.0 0.0
C 1.74635 0.02749 -0.67802 0.1 -0.1 0.0
Ge 3.65039 -0.10906 -0.39813 -0.1 0.0 -0.1
C 4.30871 -0.11252 1.42713 0.0 0.0 0.1
C 5.52251 -0.72848 1.72338 0.1 0.0 0.0
C 6.13434 -0.53409 2.95463 0.1 -0.1 0.0
C 5.54833 0.29014 3.90258 0.0 0.0 0.1
C 4.32736 0.88944 3.63038 0.0 -0.1 0.0
C 3.71058 0.67149 2.40793 -0.1 0.0 0.0
C 4.40880 1.51936 -1.20361 0.0 0.0 0.0
C 4.04506 1.87862 -2.50203 0.0 0.0 0.0
C 4.54653 3.02429 -3.09996 0.0 0.0 0.0
C 5.43193 3.83659 -2.40457 0.0 0.0 0.0
C 5.81285 3.49145 -1.11825 0.0 0.0 0.0
C 5.30361 2.34240 -0.52520 0.0 0.0 0.0
C 4.49718 -1.58446 -1.36933 0.1 0.0 -0.1
C 3.95243 -2.86409 -1.42382 -0.1 -0.1 0.1
C 4.59470 -3.88819 -2.10470 0.0 0.0 0.0
C 5.80545 -3.65059 -2.73793 0.0 0.0 0.0
C 6.37063 -2.38565 -2.68172 0.0 0.0 0.0
C 5.71935 -1.36424 -2.00506 0.0 0.1 -0.1
H 1.52308 0.46691 -1.65542 -0.1 0.0 0.0
H 6.00752 -1.35402 0.98254 0.0 0.0 0.0
H 7.07739 -1.02064 3.16940 0.0 0.0 0.0
H 6.03192 0.45034 4.85800 0.0 0.0 0.0
H 3.84358 1.50400 4.37795 0.0 0.0 0.0
H 2.73822 1.10888 2.21835 0.0 0.0 0.0
H 3.36443 1.25055 -3.06612 0.0 0.0 0.0
H 4.25160 3.28319 -4.10861 0.0 0.0 0.0
H 5.82599 4.73160 -2.86692 0.0 0.0 0.0
H 6.50689 4.11695 -0.57217 0.0 0.0 0.0
H 5.60644 2.09028 0.48439 0.0 0.0 0.0
H 3.02824 -3.07522 -0.90642 -0.1 0.0 0.0
H 4.15283 -4.87615 -2.13374 0.0 0.0 0.0
H 6.30910 -4.44836 -3.26784 0.0 0.0 0.0
H 7.31779 -2.19281 -3.16841 0.0 0.0 0.0
H 6.16901 -0.37796 -1.98489 0.0 0.0 0.0
C -2.62353 -1.82349 -2.60869 0.0 0.0 0.0
C -3.06669 -1.86628 -1.14857 0.0 -0.1 0.0
C -4.09102 -0.75948 -0.90009 0.0 0.0 0.0
P -1.67160 -1.98617 0.06682 0.2 0.1 0.2
C -2.50818 -2.23502 1.70642 0.0 -0.2 0.0
C -2.66554 -0.92064 2.47317 0.0 0.1 0.0
C -3.83115 -3.00195 1.71378 0.0 0.0 0.0
C -0.87703 -3.60641 -0.35583 0.0 0.0 0.2
C -1.79309 -4.77774 -0.70671 0.0 0.0 0.0
C 0.19639 -3.43811 -1.42907 0.1 0.0 0.0
H -3.50503 -1.72645 -3.24530 0.0 0.0 0.0
H -2.09598 -2.72026 -2.91546 0.0 -0.1 0.0
H -1.98228 -0.96430 -2.80346 0.0 0.0 0.0
H -3.56622 -2.82651 -0.97656 0.0 0.0 0.0
H -3.78180 0.15054 -1.40183 0.0 0.1 -0.1
H -4.24781 -0.53469 0.15109 0.0 0.0 0.1
H -5.05051 -1.06350 -1.32486 0.0 0.0 0.0
H -1.76118 -2.83015 2.24191 -0.1 0.1 -0.1
H -3.51691 -0.34040 2.11407 0.0 0.0 0.0
H -1.77738 -0.28704 2.41457 0.0 0.0 0.0
H -2.83711 -1.14184 3.52655 0.0 0.0 0.1
H -4.60799 -2.49549 1.13954 0.0 0.0 0.0
H -4.18923 -3.07322 2.74255 0.0 0.0 0.0
H -3.73955 -4.01768 1.33931 0.0 0.0 0.0
H -0.36306 -3.84862 0.58180 -0.1 0.0 -0.1
H -2.28103 -4.64636 -1.67327 0.0 0.0 0.0
H -2.56318 -4.96880 0.03580 0.0 0.0 0.1
H -1.18602 -5.68125 -0.77718 0.0 0.0 0.0
H -0.22408 -3.24442 -2.41462 0.0 0.0 0.0
H 0.77810 -4.35811 -1.49797 0.1 0.0 0.0
H 0.87601 -2.62278 -1.19086 0.0 0.0 0.0
F 1.99503 -3.49595 4.79803 -0.1 0.0 0.0
C 2.49392 -2.75993 3.80632 0.2 0.1 0.1
F 2.92883 -1.61745 4.32634 0.0 0.0 -0.1
F 3.52979 -3.41402 3.28399 -0.1 0.0 -0.1
S 1.20249 -2.46663 2.49497 -0.1 0.1 -0.2
O 0.22548 -3.49789 2.73783 0.2 0.0 0.1
O 0.70992 -1.09064 2.74077 -0.1 -0.1 -0.1
O 1.88846 -2.53310 1.21707 0.0 -0.1 0.1
C -3.72721 2.51984 0.93373 0.0 0.0 0.0
C -3.02307 2.30187 -0.35647 -0.1 0.0 0.1
N -1.93590 1.58791 -0.50108 0.1 -0.1 0.1
C -1.63192 1.61103 -1.83713 0.0 0.1 -0.1
C -2.54683 2.35466 -2.51027 0.0 0.0 0.0
N -3.43798 2.80238 -1.55697 0.0 -0.1 0.0
C -4.63430 3.56134 -1.84520 0.0 0.0 0.0
N -4.74413 4.74565 -1.03869 0.0 0.1 0.1
N -3.83524 5.73684 -1.17609 0.2 0.0 -0.2
N -4.08788 6.67619 -0.35362 0.0 -0.1 0.0
C -5.20687 6.32299 0.37222 0.0 0.1 0.1
C -5.87586 7.00661 1.39360 0.0 -0.1 0.0
C -6.97304 6.39037 1.94126 0.0 -0.1 0.0
C -7.40628 5.12266 1.48864 0.0 0.1 0.1
C -6.75972 4.44133 0.48538 0.1 0.1 0.0
C -5.64030 5.07625 -0.06490 -0.1 -0.1 0.0
H -3.22596 1.92180 1.69135 0.0 0.0 0.0
H -4.77213 2.20665 0.88614 0.0 0.0 0.0
H -3.70898 3.56556 1.24082 0.0 0.0 0.0
H -0.75928 1.11557 -2.22418 0.1 -0.1 0.0
H -2.63753 2.63129 -3.54358 0.0 0.0 -0.1
H -5.53378 2.96227 -1.67945 0.1 0.1 0.0
H -4.58797 3.84591 -2.89737 0.0 0.0 0.1
H -5.53335 7.97384 1.72901 0.0 0.1 0.0
H -7.52261 6.87787 2.73393 0.0 0.0 0.0
H -8.27722 4.67657 1.94868 0.0 0.0 0.0
H -7.10567 3.47397 0.14964 0.0 0.0 0.0
```
Positions in Å, forces in eV/Å.

multiplicity = 5
orbital gap (alpha / beta) = 0.250 / 0.280 hartree
F_max = 0.0080 Eh/bohr
expectation value of S² = 6.01
E = -207575.1945 eV
E_LUMO (alpha / beta) = -0.015 / -0.560 eV
molar mass = 1151.75 g mol⁻¹
energy relative to the best compared isomer or geometry (same formula, charge and spin) = 22.6 kcal per mole
HOMO energy (alpha / beta) = -6.805 / -8.179 eV

=====

# C65H70F9IN10O3S

A 11-piece molecular cluster, C65H70F9IN10O3S overall (ωB97M-V/def2-TZVPD, the Open Molecules 2025 dataset).

The geometry in XYZ format:
```
159
Properties=species:S:1:pos:R:3:forces:R:3
C 3.42869 5.01313 -0.34586 0.1 -0.2 -0.3
C 3.22145 4.31245 -1.46088 0.2 0.4 0.5
C 4.00183 3.06113 -1.77128 -0.4 0.5 -0.5
C 3.52823 1.74767 -1.10382 -0.1 -0.1 -0.6
C 2.41046 1.84170 -0.04939 0.2 -0.3 0.5
C 2.52766 1.00197 1.24682 -0.5 0.0 0.0
C 1.60310 -0.22887 1.26222 0.1 0.7 0.2
C 0.15034 0.24607 1.43043 0.0 -0.5 0.3
C -0.90730 -0.73272 0.93498 0.2 0.7 0.0
F -0.53249 -2.00056 1.19423 -0.1 -0.2 0.0
F -2.07113 -0.49179 1.58469 -0.1 0.0 0.0
C -1.13328 -0.59712 -0.59620 0.1 -0.4 -0.1
F -1.15082 0.68824 -0.95948 -0.2 0.3 0.2
F -0.09634 -1.16521 -1.19931 0.1 -0.1 -0.2
S -2.73212 -1.37469 -1.29640 0.4 -0.2 -0.8
F -2.85475 -2.38913 -0.09381 -0.1 0.1 0.2
F -3.61509 -0.29449 -0.55059 0.0 0.0 0.2
F -2.63686 -0.41486 -2.56879 -0.1 -0.2 0.1
F -1.90409 -2.46027 -2.10987 0.0 0.0 0.1
F -4.06121 -1.98693 -1.90829 0.1 0.1 0.1
O 2.95783 0.89890 -2.18373 0.0 -0.1 0.3
C 3.19051 -0.38852 -1.84355 -0.1 0.0 -0.1
O 2.61899 -1.32791 -2.29320 0.0 -0.1 -0.1
O 4.16617 -0.46421 -0.90293 -0.1 0.1 0.3
C 4.73317 0.85975 -0.83554 0.8 0.3 -0.5
C 5.65943 1.15759 0.35232 -0.9 -1.1 0.7
I 7.45293 2.13882 -0.26592 -0.1 0.2 0.0
C 6.05024 -0.10763 1.13892 0.9 0.4 -0.2
C 6.80646 -1.17085 0.32320 -0.6 -0.2 0.1
H 4.29653 4.82227 0.28101 -0.2 -0.2 0.3
H 2.75002 5.79135 -0.01870 0.2 0.3 -0.3
H 2.49327 4.68950 -2.17207 -0.3 -0.4 0.1
H 5.05255 3.25629 -1.55625 0.0 -0.2 0.2
H 3.94130 2.86798 -2.84342 0.1 -0.1 0.0
H 2.21673 2.87314 0.22117 0.2 0.1 -0.1
H 1.50852 1.50184 -0.56183 0.0 0.2 -0.1
H 3.53827 0.70135 1.48955 0.1 -0.1 -0.1
H 2.20206 1.63405 2.07888 0.1 0.0 0.0
H 1.74099 -0.82871 0.36614 0.0 -0.1 0.0
H 1.86245 -0.80790 2.14746 0.0 -0.4 -0.2
H -0.05871 0.33053 2.49904 0.0 0.1 0.0
H -0.02046 1.23141 1.00466 -0.1 0.0 -0.1
H 5.35373 0.92229 -1.73515 -0.1 0.1 -0.1
H 5.12976 1.80947 1.04449 0.4 0.4 -0.1
H 6.72260 0.24305 1.92435 -0.2 -0.1 0.2
H 5.17233 -0.51972 1.63376 -0.1 -0.1 -0.2
H 7.85474 -1.22499 0.59700 0.1 0.1 -0.1
H 6.70779 -1.00923 -0.74933 0.1 0.0 0.0
H 6.37438 -2.14552 0.53943 0.1 -0.1 -0.1
C 8.70232 -6.38176 1.46869 0.0 0.0 0.0
C 9.00898 -5.51752 0.43025 0.0 0.0 0.0
C 8.80563 -4.15964 0.62185 0.0 0.1 0.0
N 8.32887 -3.63550 1.74865 0.1 -0.2 0.1
C 8.03862 -4.47970 2.73674 0.0 0.1 0.0
C 8.20632 -5.85346 2.64931 0.0 0.0 0.0
H 8.84652 -7.44887 1.35933 0.0 0.0 0.0
H 9.39677 -5.88555 -0.50959 0.0 0.0 0.0
H 9.03307 -3.45034 -0.16766 0.0 0.0 0.0
H 7.65001 -4.02780 3.64307 0.0 0.0 0.0
H 7.95315 -6.49031 3.48567 0.0 0.0 0.0
C 5.87689 8.88263 2.62728 0.0 0.0 0.0
C 4.79214 8.13901 3.06317 -0.1 0.0 0.1
C 4.76380 6.78437 2.76988 0.0 -0.1 0.0
N 5.71849 6.15323 2.08823 0.0 0.0 0.0
C 6.75338 6.88311 1.67552 0.0 -0.1 0.0
C 6.88078 8.24245 1.91861 0.0 0.0 0.0
H 5.93590 9.94300 2.83606 0.0 0.0 0.0
H 3.98495 8.60084 3.61859 0.0 0.0 0.0
H 3.93232 6.16719 3.09574 0.0 0.0 0.0
H 7.51445 6.34574 1.11998 0.0 0.0 0.0
H 7.74515 8.78330 1.55851 0.0 0.0 0.0
C -0.92786 9.95020 2.52306 0.0 0.0 0.0
C 0.10643 9.31213 1.85766 0.0 0.0 0.0
C 1.37748 9.38095 2.40632 0.1 0.0 0.0
N 1.66315 10.02684 3.53431 0.0 -0.1 0.0
C 0.65932 10.63529 4.16502 0.0 0.1 0.0
C -0.64741 10.62585 3.70057 0.0 0.0 0.0
H -1.93624 9.92174 2.13064 0.0 0.0 0.0
H -0.06536 8.77308 0.93615 0.0 0.0 0.0
H 2.21895 8.89657 1.92094 0.0 0.0 -0.1
H 0.92245 11.15147 5.08232 0.0 0.0 0.0
H -1.42513 11.13723 4.25077 0.0 0.0 0.0
C -3.28241 -5.38823 -1.91744 0.0 -0.1 0.0
C -4.44011 -5.86692 -1.32277 0.0 0.0 0.0
C -4.76108 -7.20362 -1.49314 -0.1 0.0 -0.1
N -4.02354 -8.05745 -2.20214 0.0 0.1 0.0
C -2.91419 -7.58257 -2.76986 0.0 -0.2 0.0
C -2.50220 -6.26204 -2.65616 0.0 0.0 0.0
H -2.99468 -4.35557 -1.80671 0.0 -0.1 0.0
H -5.07990 -5.21867 -0.73770 0.0 0.0 0.0
H -5.65658 -7.61837 -1.04160 0.0 0.0 0.0
H -2.33554 -8.29890 -3.34431 0.0 0.1 0.0
H -1.59172 -5.93048 -3.13656 0.0 0.0 0.0
C -8.31388 -3.14784 -1.69060 0.0 0.0 0.0
C -9.20593 -3.21285 -0.63242 0.0 0.0 0.0
C -8.83120 -2.65681 0.58238 0.0 0.0 0.1
N -7.65729 -2.06469 0.79203 0.0 0.0 -0.1
C -6.81054 -2.01295 -0.23499 0.0 0.0 0.1
C -7.08780 -2.53297 -1.49077 -0.1 -0.1 0.0
H -8.56918 -3.56793 -2.65500 0.0 0.0 0.0
H -10.17313 -3.68377 -0.74308 0.0 0.0 0.0
H -9.50246 -2.68537 1.43372 0.0 0.0 0.0
H -5.86282 -1.52551 -0.03683 0.0 0.0 0.0
H -6.36435 -2.45731 -2.28907 0.0 0.0 0.0
C -2.07082 2.37403 -3.70600 0.0 0.1 0.0
C -0.71417 2.65783 -3.72734 0.0 0.0 0.0
C -0.27330 3.67934 -4.55542 0.0 0.0 0.0
N -1.07762 4.40402 -5.33197 0.0 0.0 0.0
C -2.37766 4.11694 -5.30088 0.1 0.0 0.0
C -2.91990 3.11617 -4.50841 0.0 0.0 0.0
H -2.46890 1.59125 -3.07990 0.1 0.1 0.0
H -0.01139 2.10001 -3.12196 0.0 0.0 0.0
H 0.78034 3.93404 -4.60429 0.0 0.0 0.0
H -3.01041 4.71982 -5.94267 0.0 0.0 0.0
H -3.98117 2.91428 -4.52427 0.0 0.1 -0.1
C -5.06672 -9.29194 1.70520 0.0 0.0 0.0
C -3.79015 -8.99622 1.25710 0.0 -0.1 0.1
C -2.73097 -9.16984 2.13647 0.0 0.0 0.1
N -2.86998 -9.59991 3.38926 0.0 0.0 0.0
C -4.10463 -9.87644 3.80305 0.1 0.0 0.0
C -5.23097 -9.74192 3.00550 0.0 0.0 0.0
H -5.92162 -9.17494 1.05072 0.0 0.0 0.0
H -3.61268 -8.64823 0.25269 0.0 0.0 -0.1
H -1.71520 -8.95315 1.82409 0.0 0.0 0.0
H -4.19129 -10.22359 4.82707 0.0 0.0 0.0
H -6.20996 -9.98489 3.39579 0.0 0.0 0.0
C -8.01892 1.00258 -1.94001 0.0 0.0 0.0
C -6.66995 1.31547 -1.98171 0.0 0.0 0.0
C -6.26030 2.35944 -2.79834 0.0 0.0 0.0
N -7.08796 3.07988 -3.55110 0.0 0.0 0.0
C -8.38094 2.76565 -3.50188 0.0 0.0 0.0
C -8.89503 1.74415 -2.71658 0.0 0.0 0.0
H -8.37893 0.19550 -1.31396 0.0 0.0 0.0
H -5.94882 0.76369 -1.39367 0.0 0.0 0.0
H -5.21477 2.63899 -2.84808 0.0 0.0 0.1
H -9.03477 3.36595 -4.12505 0.0 0.0 0.0
H -9.95639 1.53677 -2.71576 0.0 0.0 0.0
C -2.51778 -10.71969 -8.04035 0.0 0.0 0.0
C -3.39140 -10.75729 -6.96594 0.0 0.0 0.0
C -2.98216 -10.20103 -5.76332 0.0 0.0 0.1
N -1.79125 -9.63322 -5.58280 0.0 0.0 0.0
C -0.96241 -9.60507 -6.62431 0.0 0.0 0.1
C -1.27548 -10.13062 -7.86848 0.0 0.0 0.0
H -2.80019 -11.14218 -8.99613 0.0 0.0 0.0
H -4.37052 -11.20735 -7.05475 0.0 0.0 0.0
H -3.63692 -10.20646 -4.89798 0.0 0.0 0.0
H 0.00006 -9.13734 -6.44811 0.0 0.0 0.0
H -0.56267 -10.07811 -8.67988 0.0 0.0 0.0
C 2.03716 7.35797 8.64163 0.0 0.0 0.0
C 1.91360 7.49001 7.26821 0.0 0.0 0.1
C 2.11544 8.74117 6.70334 0.0 0.0 0.0
N 2.41880 9.82832 7.41152 0.0 0.0 0.0
C 2.53180 9.68537 8.73043 0.0 0.1 0.0
C 2.35409 8.47921 9.39136 0.0 0.0 0.0
H 1.88878 6.39840 9.12036 0.0 0.0 0.0
H 1.66594 6.64230 6.64373 0.0 0.0 0.0
H 2.03749 8.88665 5.63372 0.0 0.0 0.0
H 2.77780 10.58614 9.28228 0.0 0.0 0.0
H 2.46112 8.42301 10.46595 0.0 0.0 0.0
```
Positions in Å, forces in eV/Å.

orbital gap = 0.356 hartree
F_max = 0.0301 Eh/bohr
SMILES = C=CC[C@@]1(CCCCC(F)(F)C(F)(F)S(F)(F)(F)(F)F)OC(=O)O[C@@H]1[C@H](I)CC.c1ccncc1.c1ccncc1.c1ccncc1.c1ccncc1.c1ccncc1.c1ccncc1.c1ccncc1.c1ccncc1.c1ccncc1.c1ccncc1
E = -132973.3665 eV
E_LUMO = 0.291 eV
molar mass = 1369.30 g mol⁻¹
HOMO energy = -9.407 eV

=====

Which of these has the highest molar mass? C65H70F9IN10O3S